DFT (ωB97M-V/def2-TZVPD) results for a structure of composition C4H8O8SSi at a distorted geometry.

Atoms and positions in Å:
C  -0.1941  0.6556  1.7622
C  2.2038  0.6314  -0.0119
C  0.9134  1.1478  -0.6366
C  -0.4443  0.2253  0.3469
O  0.3360  -0.2565  2.5376
O  -1.6103  0.3292  -1.9895
O  -0.3237  1.7721  2.2664
O  -2.1441  2.1940  -0.6473
O  -3.0368  -0.0782  -0.0770
O  0.6788  -2.3609  0.9272
O  -1.7989  -2.1906  -0.0818
O  0.4528  -1.6971  -1.6257
Si  -0.3200  -1.7181  -0.1060
S  -1.8645  0.7938  -0.6676
H  2.0178  -0.0126  0.8503
H  2.7927  -0.0559  -0.6685
H  2.7636  1.4954  0.3481
H  0.7165  0.8266  -1.6928
H  0.7919  2.1888  -0.4416
H  0.6558  -1.6074  1.7247
H  -2.4673  -1.2617  -0.0807
H  -0.1192  -1.0210  -2.0364

Cartesian forces (eV/Å) of the 2 atoms listed first:
0.97 -0.58 3.05
0.44 -0.62 -0.42

As for the maximum force: 0.085 hartree/bohr. The net charge is -2. As for the energy above the lowest of the compared OMol25 structures with the same formula, charge and spin: 0.0 kcal/mol. The HOMO energy comes out at -1.629 eV.